Entry from the Open Molecules 2025 dataset: 2 unconnected molecules or ions with the total composition C5H14NO2 (ωB97M-V with the def2-TZVPD basis set).

strongest force on any atom	0.8	eV Å⁻¹
2S+1	1
LUMO level	3.74	eV
total charge	-1
HOMO-LUMO gap	6.35	eV
relative energy (zero: lowest compared OMol25 entry of this formula, charge and spin)	70.40	kJ/mol

Each line ends with the Löwdin charge.
Cartesian coordinates (Å):
1 C 2.0307 -0.5348 -1.4362  -0.100
2 C 1.5513 0.1172 -0.1448  -0.289
3 N 0.1012 0.1200 0.0095  -0.261
4 C -0.5390 0.9732 -0.9906  -0.099
5 C -0.2599 0.5690 1.3622  -0.219
6 C -1.7796 0.4192 1.6958  -0.536
7 O -2.5928 1.2381 1.0256  -0.351
8 H 3.1186 -0.6189 -1.4544  0.061
9 H 1.7410 0.0390 -2.3143  0.055
10 H 1.6048 -1.5352 -1.5327  0.069
11 H 1.9749 -0.3973 0.7194  0.103
12 H 1.9466 1.1496 -0.0906  0.108
13 H -0.3707 0.5730 -1.9909  0.067
14 H -0.1292 1.9958 -0.9691  0.085
15 H -1.6044 1.0096 -0.7677  0.063
16 H 0.3076 -0.0504 2.0651  0.098
17 H -0.0066 1.6331 1.4979  0.109
18 H -1.7692 0.5753 2.8190  0.074
19 H -1.9674 -0.6758 1.5940  0.070
20 H -0.6119 -1.5828 -0.3444  0.008
21 H -1.8208 -2.4998 -0.2094  0.005
22 O -0.9251 -2.5171 -0.5434  -0.123